1.
{
  "formula": "C20H79AlO20",
  "method": "ωB97M-V with the def2-TZVPD basis set",
  "elements": ["Al", "C", "O", "H", "H", "H", "C", "O", "H", "H", "H", "H", "C", "O", "H", "H", "H", "H", "C", "O", "H", "H", "H", "H", "C", "O", "H", "H", "H", "H", "C", "O", "H", "H", "H", "H", "C", "O", "H", "H", "H", "H", "C", "O", "H", "H", "H", "H", "C", "O", "H", "H", "H", "H", "C", "O", "H", "H", "H", "H", "C", "O", "H", "H", "H", "H", "C", "O", "H", "H", "H", "H", "C", "O", "H", "H", "H", "H", "C", "O", "H", "H", "H", "H", "C", "O", "H", "H", "H", "H", "C", "O", "H", "H", "H", "H", "C", "O", "H", "H", "H", "H", "C", "O", "H", "H", "H", "H", "C", "O", "H", "H", "H", "H", "C", "O", "H", "H", "H", "H"],
  "xyz": [[-4.562, 0.475, 1.079], [-0.474, -0.037, 0.436], [-1.750, 0.096, -0.047], [-0.359, -1.077, 0.740], [0.212, 0.207, -0.375], [-0.303, 0.447, 1.397], [0.059, 2.244, -2.803], [-1.208, 1.989, -2.233], [0.548, 1.326, -3.130], [-0.235, 2.927, -3.601], [0.625, 2.802, -2.057], [-1.140, 1.344, -1.526], [0.867, -4.307, 5.940], [0.718, -3.365, 4.881], [1.824, -4.816, 6.053], [0.787, -3.595, 6.762], [0.020, -4.985, 5.835], [0.692, -3.900, 4.084], [2.415, 1.890, -5.294], [3.476, 1.511, -6.129], [1.457, 1.383, -5.407], [2.592, 1.817, -4.220], [2.095, 2.894, -5.572], [3.370, 0.577, -6.324], [-2.296, 0.977, -5.215], [-2.794, 0.045, -6.115], [-2.850, 1.916, -5.201], [-2.412, 0.594, -4.201], [-1.227, 1.068, -5.408], [-3.014, 0.447, -6.959], [4.227, 1.309, 2.150], [4.798, 0.337, 1.267], [4.621, 2.278, 1.841], [3.140, 1.343, 2.089], [4.394, 0.996, 3.181], [4.558, -0.532, 1.599], [3.863, -2.577, 3.814], [3.555, -1.450, 3.036], [3.721, -2.525, 4.893], [3.344, -3.495, 3.539], [4.923, -2.687, 3.585], [2.855, -1.031, 3.541], [2.478, -2.205, -4.684], [2.651, -2.884, -5.943], [2.033, -2.925, -3.997], [3.362, -1.815, -4.179], [1.719, -1.423, -4.659], [3.087, -3.687, -5.651], [1.574, -3.772, 0.745], [2.059, -5.036, 1.246], [1.594, -3.010, 1.525], [2.172, -3.415, -0.093], [0.582, -3.876, 0.307], [1.390, -5.592, 1.651], [-1.997, -0.867, 4.001], [-3.305, -0.435, 3.657], [-2.028, -1.952, 4.106], [-1.183, -0.515, 3.367], [-1.695, -0.508, 4.985], [-3.964, -0.743, 4.283], [3.596, -0.687, -1.489], [2.230, -0.862, -2.005], [4.059, 0.252, -1.793], [3.502, -0.729, -0.404], [4.174, -1.538, -1.850], [1.561, -0.586, -1.374], [-5.431, 1.803, -2.591], [-6.102, 1.342, -1.460], [-5.160, 2.851, -2.467], [-4.459, 1.320, -2.689], [-6.042, 1.671, -3.484], [-7.037, 1.497, -1.612], [2.002, -0.143, 5.601], [1.321, -0.581, 4.456], [2.957, 0.271, 5.276], [1.462, 0.585, 6.207], [2.185, -0.925, 6.338], [0.903, -1.369, 4.812], [-4.578, -1.430, -2.851], [-4.207, -1.204, -1.522], [-3.935, -1.026, -3.632], [-4.523, -2.496, -3.070], [-5.622, -1.122, -2.915], [-3.247, -1.174, -1.510], [0.865, 4.968, 1.158], [2.138, 4.798, 1.776], [0.828, 5.612, 0.279], [0.364, 4.051, 0.850], [0.184, 5.468, 1.847], [2.793, 4.636, 1.093], [-2.225, 2.563, 4.188], [-3.421, 2.567, 3.381], [-2.399, 3.418, 4.842], [-2.087, 1.603, 4.685], [-1.317, 2.853, 3.659], [-3.927, 3.344, 3.627], [3.387, 3.547, -0.930], [4.173, 4.448, -0.094], [2.396, 3.312, -0.541], [3.316, 4.088, -1.873], [3.949, 2.615, -0.987], [4.991, 4.674, -0.542], [-0.518, -2.769, -2.646], [-0.843, -3.822, -3.435], [0.264, -3.278, -2.083], [-0.013, -1.952, -3.161], [-1.260, -2.506, -1.891], [-1.453, -3.465, -4.085], [-2.934, -3.325, 1.118], [-4.066, -2.520, 1.303], [-2.547, -3.305, 0.099], [-2.101, -2.835, 1.622], [-3.095, -4.302, 1.575], [-4.770, -3.107, 1.018], [-2.662, 4.010, 0.164], [-3.059, 2.836, -0.437], [-2.218, 4.659, -0.591], [-3.573, 4.550, 0.422], [-2.071, 4.051, 1.079], [-2.362, 2.595, -1.052]],
  "mulliken_charge": [1.06, 0.22, -0.01, 0.25, -0.43, 0.21, -0.48, -0.52, -0.01, 0.44, 0.23, 0.05, -0.72, -0.32, 0.28, 0.27, 0.30, 0.17, -0.23, -0.54, 0.02, 0.11, 0.33, 0.33, -0.07, -0.52, 0.34, -0.23, 0.15, 0.32, -0.37, -0.46, 0.31, 0.06, 0.31, 0.38, -0.68, -0.30, 0.27, 0.19, 0.31, 0.26, -0.35, -0.51, 0.25, 0.29, -0.01, 0.33, 0.01, -0.57, 0.00, 0.06, 0.19, 0.31, -1.16, -0.35, 0.47, 0.35, 0.55, 0.26, -0.59, 0.16, 0.26, 0.03, 0.43, -0.24, -0.42, -0.37, 0.33, -0.08, 0.39, 0.27, -0.78, -0.34, 0.22, 0.26, 0.31, 0.26, -0.71, -0.24, 0.15, 0.34, 0.31, 0.13, -0.41, -0.49, 0.36, -0.09, 0.38, 0.42, -0.50, -0.40, 0.47, 0.07, 0.16, 0.27, -0.28, -0.65, -0.22, 0.41, 0.27, 0.35, 0.13, -0.57, 0.09, 0.01, -0.10, 0.34, -0.36, -0.38, 0.23, -0.14, 0.47, 0.27, -0.67, -0.13, 0.36, 0.36, 0.16, 0.37],
  "homo_ev": -13.9,
  "lumo_ev": -12.00,
  "total_charge": 2,
  "multiplicity": 1
}



2.
{
  "formula": "C20H9Cl2IIrN4O5S3",
  "method": "ωB97M-V with the def2-TZVPD basis set",
  "elements": ["Ir", "Cl", "C", "C", "C", "I", "C", "O", "C", "N", "C", "C", "C", "C", "H", "H", "H", "H", "S", "C", "S", "C", "C", "N", "C", "N", "O", "Cl", "O", "O", "O", "S", "C", "N", "C", "C", "C", "C", "C", "C", "H", "H", "H", "H", "H"],
  "xyz": [[-1.242, -0.123, 1.012], [5.659, 0.505, 2.775], [4.081, -0.095, 2.319], [3.796, -1.420, 2.472], [2.537, -1.933, 2.112], [2.152, -3.966, 2.313], [1.530, -1.128, 1.600], [0.360, -1.556, 1.230], [1.858, 0.265, 1.447], [0.870, 1.032, 0.933], [1.072, 2.315, 0.762], [2.298, 2.930, 1.059], [3.313, 2.173, 1.569], [3.116, 0.793, 1.790], [4.548, -2.084, 2.874], [0.236, 2.893, 0.385], [2.419, 3.991, 0.894], [4.271, 2.614, 1.807], [-3.558, 0.460, 0.789], [-3.626, -0.925, -0.220], [-2.346, -1.967, 0.256], [-4.484, -1.130, -1.277], [-5.466, -0.152, -1.629], [-6.252, 0.635, -1.930], [-4.341, -2.263, -2.137], [-4.225, -3.163, -2.848], [0.554, 1.761, 3.804], [-0.813, 1.359, 3.651], [-1.571, 1.640, 4.826], [-0.871, -0.106, 3.324], [-1.410, 2.025, 2.501], [-1.611, 1.810, -2.981], [-1.743, 1.514, -1.310], [-1.178, 0.422, -0.884], [-0.546, -0.278, -1.930], [0.175, -1.469, -1.828], [0.718, -1.995, -2.979], [0.561, -1.361, -4.220], [-0.143, -0.183, -4.328], [-0.693, 0.352, -3.164], [-2.299, 2.171, -0.660], [0.289, -1.950, -0.868], [1.267, -2.926, -2.923], [1.006, -1.798, -5.105], [-0.269, 0.311, -5.283]],
  "nbo_charge": [0.95, -0.03, -0.09, -0.21, -0.28, 0.14, 0.41, -0.77, 0.08, -0.49, 0.09, -0.26, -0.14, -0.03, 0.23, 0.20, 0.22, 0.22, -0.02, -0.24, 0.12, -0.47, 0.31, -0.36, 0.31, -0.36, -0.83, 2.53, -0.80, -0.85, -0.87, 0.46, -0.10, -0.41, 0.19, -0.22, -0.19, -0.20, -0.22, -0.24, 0.27, 0.27, 0.22, 0.21, 0.22],
  "e_above_lowest_kcal_mol": 40.0,
  "homo_ev": -5.3,
  "lumo_ev": 1.99,
  "total_charge": -1,
  "multiplicity": 1
}



3.
{
  "formula": "C21H10Cl5FeO6",
  "method": "ωB97M-V with the def2-TZVPD basis set",
  "elements": ["Fe", "Cl", "C", "C", "C", "Cl", "C", "O", "C", "C", "O", "C", "H", "H", "H", "Cl", "C", "C", "C", "C", "O", "C", "C", "O", "C", "H", "H", "H", "H", "Cl", "C", "C", "C", "Cl", "C", "O", "C", "C", "O", "C", "H", "H", "H"],
  "xyz": [[0.441, -0.755, -0.055], [0.085, 5.287, 3.991], [-0.073, 3.701, 3.275], [-1.320, 3.063, 3.301], [-1.462, 1.821, 2.748], [-3.013, 1.044, 2.790], [-0.383, 1.119, 2.111], [-0.566, -0.023, 1.592], [0.865, 1.818, 2.108], [2.052, 1.257, 1.507], [2.152, 0.218, 0.869], [0.998, 3.086, 2.695], [-2.171, 3.551, 3.755], [2.966, 1.858, 1.660], [1.962, 3.581, 2.666], [3.604, -6.952, -2.695], [2.933, -5.377, -2.332], [2.926, -4.385, -3.327], [2.407, -3.148, -3.068], [1.855, -2.808, -1.792], [1.387, -1.641, -1.599], [1.877, -3.840, -0.804], [1.360, -3.644, 0.524], [0.844, -2.633, 0.985], [2.419, -5.107, -1.099], [3.337, -4.613, -4.303], [2.398, -2.377, -3.827], [1.452, -4.524, 1.188], [2.422, -5.869, -0.327], [-5.160, 3.854, -0.872], [-3.632, 3.003, -0.892], [-2.441, 3.741, -0.897], [-1.240, 3.092, -0.916], [0.227, 4.021, -0.920], [-1.115, 1.658, -0.915], [0.024, 1.111, -0.917], [-2.364, 0.954, -0.899], [-2.450, -0.489, -0.883], [-1.547, -1.309, -0.786], [-3.591, 1.640, -0.899], [-2.470, 4.822, -0.885], [-3.483, -0.873, -0.974], [-4.511, 1.068, -0.886]],
  "mulliken_spin": [3.85, 0.00, 0.01, 0.00, 0.01, 0.00, -0.01, 0.03, 0.01, -0.01, 0.02, 0.00, 0.00, 0.00, 0.00, 0.00, 0.01, 0.00, 0.01, -0.01, 0.03, 0.00, 0.00, 0.02, 0.00, 0.00, 0.00, 0.00, 0.00, 0.00, 0.00, 0.00, 0.01, 0.00, -0.01, 0.02, 0.00, 0.00, 0.02, 0.00, 0.00, 0.00, 0.00],
  "e_above_lowest_kcal_mol": 0.0,
  "homo_ev": [-5.1, -4.8],
  "lumo_ev": [2.60, 2.60],
  "total_charge": -1,
  "multiplicity": 5
}



Number 1: E -69536.0730 eV. Number 2: E -105570.1779 eV. Number 3: E -131229.0370 eV.